Density functional theory data (ωB97M-V/def2-TZVPD) for one molecule with the formula C3H4N2O2S.

XYZ file:
```
12
Properties=species:S:1:pos:R:3:forces:R:3
O 0.8330 1.7013 -1.0528 0.864 0.244 -0.523
N -0.0241 1.6390 -0.2277 -2.218 -0.831 0.773
O -0.4545 2.5106 0.4688 0.135 1.331 0.685
C -0.7739 0.2642 0.0108 4.127 -1.778 -2.614
C -0.0396 -0.4541 1.0838 1.949 -2.183 1.532
C 0.8727 -1.4058 0.6784 -2.725 1.581 -2.322
S 0.6920 -1.7249 -1.0849 0.295 0.398 1.515
N -0.5070 -0.4856 -1.2352 0.400 -0.524 -0.772
H -1.8009 0.3013 -0.0018 -2.265 1.421 0.966
H -0.1361 -0.3503 2.1858 -0.291 0.567 -1.073
H 1.4960 -2.0931 1.1951 0.293 -0.085 0.777
H -0.1577 0.0975 -2.0202 -0.564 -0.141 1.057
```
Forces are in eV/Å.

Total charge: 0
E_HOMO in eV: -8.3
Kohn-Sham gap in eV: 8.58
E in hartree: -774.73729
Relative energy (zero: lowest compared OMol25 entry of this formula, charge and spin) in kcal per mole: 118.9
Largest force on an atom in eV/A: 5.2
LUMO in eV: 0.3

Mulliken atomic charge list, values in e, 2 entries: -0.54 0.91

=====

Density functional theory data (ωB97M-V/def2-TZVPD) for C3H4N2O2S as an isolated structure.

XYZ file:
```
12
Properties=species:S:1:pos:R:3:forces:R:3
C -0.8719 -0.4183 0.1896 0.016 1.123 -0.102
C 1.7901 -0.7275 0.0279 1.216 0.334 1.901
C 1.6085 0.8033 -0.0221 -1.155 2.847 -2.160
H -1.9716 -0.7303 -1.5393 -0.009 0.030 2.174
H -2.7830 0.1473 -0.3319 0.595 -0.297 0.230
H -1.3117 1.1422 1.2503 -0.629 0.474 -0.227
H 1.5209 1.5759 1.1044 0.866 -2.399 -3.717
N -2.0596 -0.5594 -0.4889 -0.538 -0.272 -2.368
N -0.5815 0.4928 1.0390 0.568 -2.081 -0.098
O 2.8610 -1.2180 0.2997 -1.024 0.312 -0.676
O 1.4613 1.1807 -1.2251 0.726 -0.591 4.861
S 0.3376 -1.6887 -0.3037 -0.632 0.520 0.181
```
Forces are in eV/Å.

Total charge: 0
E_HOMO in eV: -9.6
Kohn-Sham gap in eV: 9.89
E in hartree: -774.82254
Relative energy (zero: lowest compared OMol25 entry of this formula, charge and spin) in kcal per mole: 65.4
Largest force on an atom in eV/A: 5.0
LUMO in eV: 0.3

Mulliken atomic charge list, values in e, 2 entries: 0.66 0.53

=====

Density functional theory data (ωB97M-V/def2-TZVPD) for one molecule with the formula C3H4N2O2S2.

XYZ file:
```
13
Properties=species:S:1:pos:R:3:forces:R:3
N -0.2957 1.9459 0.3558 1.292 1.336 -3.737
C 0.2957 0.9110 -0.4461 -0.540 -2.456 -0.350
S 2.2200 0.7368 -0.4719 -0.899 0.881 -0.214
S 2.4126 -1.0985 0.3854 0.037 -0.623 0.335
C 0.7668 -1.5702 0.2525 -0.570 1.555 -0.764
C -0.1641 -0.6295 -0.0935 1.235 0.986 0.021
N -1.5896 -1.0148 -0.1517 0.805 0.220 0.253
O -1.8336 -2.1706 0.1774 -0.435 0.751 -0.395
O -2.3889 -0.1489 -0.4773 0.369 -0.847 0.134
H -0.3893 1.8244 1.2841 -0.523 -1.718 3.842
H 0.2631 2.8098 0.3600 -0.324 -0.402 -0.877
H 0.0778 1.0364 -1.5515 0.121 0.277 1.463
H 0.6252 -2.6318 0.3768 -0.569 0.039 0.288
```
Forces are in eV/Å.

Total charge: 0
E_HOMO (alpha / beta) in eV: -8.6 / -8.6
Kohn-Sham gap (alpha / beta) in eV: 7.98 / 7.98
E in hartree: -1172.94275
Relative energy (zero: lowest compared OMol25 entry of this formula, charge and spin) in kcal per mole: 92.6
Largest force on an atom in eV/A: 4.2
LUMO (alpha / beta) in eV: -0.7 / -0.7

Mulliken atomic charge list, values in e, 2 entries: -0.48 0.03